(1)
# C39H35BrMgN6O7S3

C39H35BrMgN6O7S3 as an isolated structure at a distorted geometry (ωB97M-V with the def2-TZVPD basis set, the OMol25 dataset).

Last column: Löwdin charge in e.
Atoms and positions in Å:
Mg (0.5655, 0.2382, -0.3448)  0.4871
N (0.5359, 8.7102, -2.1027)  0.0890
C (0.8738, 7.4450, -1.6113)  -0.3218
C (2.1929, 6.9889, -1.6718)  -0.0324
C (2.5341, 5.7502, -1.1567)  -0.0571
C (1.5613, 4.9597, -0.5615)  -0.3102
C (0.2498, 5.4050, -0.4845)  -0.0635
C (-0.0938, 6.6399, -1.0058)  -0.0371
S (1.9835, 3.3749, 0.0820)  0.6030
O (1.6254, 3.4462, 1.4815)  -0.3432
O (3.3566, 3.1149, -0.2480)  -0.2932
N (0.9131, 2.3096, -0.5642)  -0.1281
C (1.0597, 2.0668, -1.9440)  -0.4353
N (1.7455, 2.9176, -2.7371)  0.1484
C (1.8537, 2.5722, -4.0139)  -0.1085
C (1.2960, 1.4150, -4.5441)  -0.0543
C (0.5860, 0.6295, -3.6667)  -0.1018
N (0.4418, 0.9423, -2.3733)  0.0781
H (1.1679, 9.1095, -2.7722)  0.0815
H (-0.4310, 8.8580, -2.3269)  0.0810
H (2.9514, 7.6140, -2.1375)  0.1091
H (3.5490, 5.3723, -1.2209)  0.1144
H (-0.5041, 4.7753, -0.0202)  0.1125
H (-1.1206, 6.9919, -0.9475)  0.1072
H (2.4179, 3.2570, -4.6457)  0.1124
H (1.4065, 1.1482, -5.5859)  0.0973
H (0.0985, -0.2861, -3.9756)  0.1064
O (0.6865, -0.2745, 1.5652)  -0.5509
S (1.3113, 0.5294, 2.7036)  1.0960
C (-0.0291, 1.6417, 3.2443)  -0.2974
C (-1.2448, 1.0157, 3.9214)  -0.2027
C (-2.1167, 0.1410, 2.9956)  -0.2022
C (-2.9388, 0.9521, 1.9772)  -0.2963
S (-2.8375, 0.3807, 0.2677)  1.0431
O (-1.3791, 0.4299, -0.0734)  -0.5233
C (-3.2797, -1.3270, 0.5009)  -0.4096
C (-2.3081, -2.3119, 0.4242)  -0.0742
C (-2.6928, -3.6376, 0.5982)  -0.0763
C (-4.0230, -3.9554, 0.8377)  -0.0876
C (-4.9880, -2.9520, 0.9061)  -0.0752
C (-4.6199, -1.6274, 0.7288)  -0.0985
C (1.2630, -0.6057, 4.0695)  -0.3972
C (0.7331, -1.8690, 3.8852)  -0.0620
C (0.6886, -2.7402, 4.9696)  -0.0587
C (1.1836, -2.3456, 6.2072)  -0.0777
C (1.7433, -1.0800, 6.3665)  -0.0751
C (1.7918, -0.2051, 5.2907)  -0.0837
H (-0.2776, 2.1368, 2.3020)  0.0752
H (0.4707, 2.3873, 3.8681)  0.1012
H (-1.8448, 1.8323, 4.3312)  0.1196
H (-0.9257, 0.4107, 4.7697)  0.1024
H (-2.7987, -0.4549, 3.5981)  0.1196
H (-1.4633, -0.5540, 2.4737)  0.0772
H (-2.6059, 1.9926, 1.9078)  0.0958
H (-4.0094, 0.9553, 2.1993)  0.0916
H (-1.2726, -2.0543, 0.2118)  0.1043
H (-1.9391, -4.4142, 0.5320)  0.0957
H (-4.3173, -4.9933, 0.9575)  0.1244
H (-6.0275, -3.2051, 1.0918)  0.1141
H (-5.3682, -0.8348, 0.7620)  0.1203
H (0.3768, -2.1669, 2.9031)  0.1036
H (0.2698, -3.7324, 4.8418)  0.1091
H (1.1432, -3.0283, 7.0504)  0.1048
H (2.1489, -0.7793, 7.3269)  0.1069
H (2.2351, 0.7858, 5.3997)  0.1205
O (-4.1414, -4.8735, -1.3372)  0.0483
C (-3.3234, -3.8527, -1.6963)  -0.3411
C (-3.7650, -2.5421, -1.8588)  -0.0284
C (-2.8324, -1.5875, -2.2146)  -0.1295
N (-1.5353, -1.8502, -2.4153)  0.1813
C (-1.1658, -3.1031, -2.2596)  -0.3333
Br (1.0691, -4.3434, -0.0094)  0.5557
C (-1.9912, -4.1453, -1.8977)  0.0507
H (-5.0337, -4.5414, -1.2177)  0.1135
H (-4.8071, -2.2773, -1.7093)  0.1280
H (-3.1360, -0.5483, -2.3541)  0.1198
H (-1.5985, -5.1454, -1.7573)  0.1419
O (2.5930, -0.0774, -0.6095)  0.0112
C (2.3264, -1.1615, -1.1832)  -0.4128
N (1.0787, -1.6882, -1.1422)  0.0616
C (1.1463, -2.9606, -1.6741)  -0.6426
O (0.1462, -3.4279, -2.4983)  -0.0077
C (2.5169, -3.1703, -2.2688)  -0.1709
C (3.0573, -4.2117, -2.9885)  -0.0122
C (4.3731, -4.0660, -3.4252)  -0.0659
C (5.1093, -2.9160, -3.1334)  -0.0692
C (4.5517, -1.8856, -2.3797)  0.0089
C (3.2488, -2.0469, -1.9585)  -0.0780
H (2.4886, -5.1117, -3.1977)  0.1215
H (4.8360, -4.8628, -3.9964)  0.1029
H (6.1260, -2.8262, -3.4973)  0.1022
H (5.1080, -0.9855, -2.1336)  0.1259

Forces on atoms 1 to 2 (eV/Å):
-0.32 -0.14 0.19
0.13 -0.24 0.29

**Multiplicity**: 1
**Gap between HOMO and LUMO**: 0.286 Eh
**LUMO energy**: 0.13 eV
**Charge**: 0

=====

(2)
# C28H43F17NO4S3

A 4-piece molecular cluster, C28H43F17NO4S3 overall at a distorted geometry (ωB97M-V with the def2-TZVPD basis set, the OMol25 dataset).

Last column: Löwdin spin population.
Atoms and positions in Å:
C (0.0815, -0.2665, 0.3528)  0.0001
C (0.2966, 1.0676, 0.8055)  -0.0001
C (-0.2872, 2.3091, 0.2135)  0.0002
C (-1.7744, 2.2657, -0.2005)  0.0004
C (-2.0014, 1.6996, -1.6143)  0.0001
C (-1.0982, 2.2917, -2.6858)  0.0002
C (-1.4324, 1.8726, -4.0970)  0.0000
F (-0.7069, 2.5888, -4.9928)  0.0000
F (-2.7507, 2.1650, -4.3468)  0.0000
C (-1.3053, 0.3670, -4.4648)  0.0000
F (-1.4588, 0.2500, -5.8076)  0.0000
F (-2.3087, -0.3119, -3.8710)  0.0000
C (0.0506, -0.2752, -4.0651)  0.0000
F (1.0364, 0.6286, -4.2603)  0.0000
F (-0.0038, -0.5777, -2.7455)  0.0000
C (0.3812, -1.5739, -4.8436)  0.0000
F (-0.7588, -2.2927, -4.9691)  0.0000
F (0.8320, -1.2622, -6.0741)  0.0000
C (1.4106, -2.5342, -4.1602)  0.0000
F (1.6488, -3.5237, -5.0602)  0.0000
F (0.8399, -3.0819, -3.0706)  0.0000
C (2.7787, -1.9212, -3.7702)  0.0000
F (2.6429, -1.2593, -2.5991)  0.0000
F (3.1541, -1.0381, -4.7205)  0.0000
C (3.9581, -2.9308, -3.6044)  0.0000
F (4.9971, -2.1955, -3.1338)  0.0000
F (4.3095, -3.4488, -4.7933)  0.0000
C (3.7519, -4.0836, -2.5871)  0.0000
F (3.4333, -3.6008, -1.3866)  0.0000
F (4.9177, -4.7519, -2.4903)  0.0000
F (2.8089, -4.9358, -2.9988)  0.0000
C (-2.6012, 1.4361, 0.8007)  0.0014
C (-4.0448, 1.8761, 1.0286)  0.0262
C (-4.9559, 1.6070, -0.1730)  0.0110
C (-4.5937, 1.0465, 2.1942)  0.0095
N (-4.1441, 3.3143, 1.4385)  0.3834
O (-5.2940, 3.8260, 1.2283)  0.5119
C (-2.9596, 4.1727, 1.1200)  0.0268
C (-2.0273, 4.1879, 2.3304)  0.0084
C (-3.4288, 5.6131, 0.9252)  -0.0010
C (-2.2993, 3.7303, -0.1743)  0.0133
H (0.8026, -0.7395, -0.3008)  0.0000
H (-0.7589, -0.8605, 0.6789)  0.0000
H (0.9961, 1.2148, 1.6229)  0.0000
H (-0.1508, 3.1007, 0.9423)  0.0000
H (0.3480, 2.5910, -0.6245)  0.0000
H (-1.9104, 0.6178, -1.5787)  0.0000
H (-3.0224, 1.8973, -1.9173)  0.0000
H (-0.0436, 2.1109, -2.5086)  0.0000
H (-1.2269, 3.3727, -2.6892)  0.0002
H (-2.6671, 0.4179, 0.4308)  0.0000
H (-2.1000, 1.3775, 1.7621)  0.0002
H (-4.6848, 0.6536, -0.6185)  0.0005
H (-5.9754, 1.5098, 0.1732)  0.0003
H (-4.8988, 2.3752, -0.9348)  0.0014
H (-5.5740, 1.4043, 2.4823)  -0.0004
H (-3.9059, 1.1154, 3.0333)  0.0009
H (-4.6196, 0.0023, 1.8949)  0.0002
H (-1.5389, 3.2234, 2.4255)  0.0003
H (-2.5687, 4.3407, 3.2564)  0.0012
H (-1.2325, 4.9068, 2.1841)  0.0004
H (-3.9562, 5.9697, 1.8006)  -0.0005
H (-4.0196, 5.7291, 0.0248)  0.0010
H (-2.5297, 6.2102, 0.7965)  -0.0002
H (-1.4851, 4.4095, -0.4178)  0.0024
H (-3.0421, 3.8467, -0.9628)  0.0001
C (1.3362, -6.5445, 1.2073)  0.0000
S (0.4095, -5.8487, -0.1618)  0.0000
O (-1.0307, -5.9514, 0.1861)  0.0000
C (0.7625, -7.1745, -1.3243)  0.0000
H (1.2215, -5.8886, 2.0672)  0.0000
H (0.9467, -7.5352, 1.4444)  0.0000
H (2.3916, -6.6013, 0.9405)  0.0000
H (0.4091, -8.1203, -0.9136)  0.0000
H (1.8352, -7.2139, -1.5140)  0.0000
H (0.2352, -6.9533, -2.2498)  0.0000
C (1.2204, 8.5903, 2.6400)  0.0000
S (2.1566, 7.0885, 2.3347)  0.0000
O (1.2226, 6.1210, 1.7010)  0.0000
C (2.3118, 6.6072, 4.0581)  0.0000
H (0.9775, 9.0291, 1.6749)  0.0000
H (0.3041, 8.3450, 3.1767)  0.0000
H (1.8300, 9.2860, 3.2164)  0.0000
H (1.3196, 6.5003, 4.4962)  0.0000
H (2.8900, 7.3602, 4.5934)  0.0000
H (2.8344, 5.6539, 4.0887)  0.0000
C (3.8940, -6.7548, 6.1340)  0.0000
S (4.4968, -6.0061, 4.6166)  0.0000
O (3.3115, -5.4746, 3.8957)  0.0000
C (4.9465, -7.5490, 3.8125)  0.0000
H (3.5185, -5.9554, 6.7686)  0.0000
H (3.0894, -7.4520, 5.9014)  0.0000
H (4.7148, -7.2671, 6.6358)  0.0000
H (4.0687, -8.1916, 3.7424)  0.0000
H (5.7363, -8.0382, 4.3822)  0.0000
H (5.3102, -7.3080, 2.8161)  0.0000

Forces on atoms 1 to 2 (eV/Å):
0.07 1.51 0.55
-0.23 -1.63 -0.76

**Multiplicity**: 2
**Gap between HOMO and LUMO (spin up / spin down)**: 0.255 / 0.255 Eh
**LUMO energy (spin up / spin down)**: -0.17 / -0.17 eV
**Charge**: 0

=====

(3)
# C9H14O

A 2-piece molecular cluster, C9H14O overall at a distorted geometry (ωB97M-V with the def2-TZVPD basis set, the OMol25 dataset).

Last column: natural (NBO) charge in e.
Atoms and positions in Å:
C (-1.6638, 1.1959, -2.8159)  -0.6292
C (-0.6728, 0.3601, -2.0869)  -0.0404
C (-0.5848, 0.3058, -0.6818)  -0.1868
C (0.5264, -0.2333, -0.0327)  -0.2666
C (1.5000, -0.8387, -0.8055)  0.2782
O (2.4911, -1.6530, -0.1934)  -0.7133
C (1.5939, -0.6907, -2.1779)  -0.2556
C (0.4444, -0.1326, -2.7465)  -0.1845
H (-1.7681, 0.9249, -3.8595)  0.2190
H (-1.3038, 2.2320, -2.8691)  0.2198
H (-2.6202, 1.2424, -2.2990)  0.2186
H (-1.3307, 0.7496, -0.0294)  0.2070
H (0.5407, -0.4270, 1.0241)  0.2236
H (2.0485, -2.5158, -0.0843)  0.4767
H (2.3665, -1.1056, -2.8014)  0.2312
H (0.4602, 0.0383, -3.8246)  0.1975
C (-0.6974, 0.6735, 3.0865)  -0.6292
C (0.2212, -0.4658, 3.4505)  -0.6270
H (-0.2344, 1.3188, 2.3397)  0.2116
H (-1.6487, 0.3937, 2.6150)  0.2057
H (-1.0722, 1.2031, 3.9621)  0.2172
H (0.9522, -0.7946, 2.7238)  0.2057
H (-0.3311, -1.3789, 3.7171)  0.2059
H (0.7829, -0.4020, 4.3890)  0.2149

Forces on atoms 1 to 2 (eV/Å):
-0.17 0.67 0.07
1.41 0.13 1.44

**Multiplicity**: 1
**Gap between HOMO and LUMO**: 0.357 Eh
**LUMO energy**: 0.91 eV
**Charge**: 0

=====

(4)
# C3H5NO2

A 2-piece molecular cluster, C3H5NO2 overall at a distorted geometry (ωB97M-V with the def2-TZVPD basis set, the OMol25 dataset).

Last column: natural (NBO) charge in e.
Atoms and positions in Å:
C (1.8526, 0.2515, -0.0629)  0.8436
C (-0.2804, -0.5400, 0.5731)  0.3019
C (-1.2043, 0.3082, -0.2538)  -0.7924
N (2.0267, 1.2876, 0.5132)  -0.7710
O (1.9711, -0.6337, -0.8043)  -0.5349
O (-0.4257, -1.7978, 0.4163)  -0.6133
H (-2.2275, 0.1284, 0.0862)  0.2384
H (-1.1524, 0.0186, -1.3083)  0.2282
H (-0.9849, 1.3672, -0.1607)  0.2350
H (1.5130, 1.7192, 1.2501)  0.4177
H (-1.0883, -2.1092, -0.2489)  0.4470

Forces on atoms 1 to 2 (eV/Å):
0.62 0.32 0.03
-0.31 0.96 0.32

**Multiplicity**: 1
**Gap between HOMO and LUMO**: 0.335 Eh
**LUMO energy**: 0.47 eV
**Charge**: 0

=====

(5)
# C2H2O2Tl

C2H2O2Tl as an isolated structure at a distorted geometry (ωB97M-V with the def2-TZVPD basis set, the OMol25 dataset).

Last column: natural (NBO) charge in e.
Atoms and positions in Å:
O (-0.9075, 0.1813, 0.8119)  -0.8417
C (0.4513, 0.0273, 0.5201)  -0.4443
C (1.1802, 0.0619, -0.5226)  0.5431
O (2.0895, 0.0576, -1.3327)  -0.6073
H (-1.4491, 0.0349, 0.0295)  0.5137
Tl (-0.3408, -1.0426, 2.6383)  0.6453
H (-1.0235, 0.6797, -2.1445)  -0.8088

Forces on atoms 1 to 2 (eV/Å):
-0.67 0.83 -0.29
0.21 -0.77 2.21

**Multiplicity**: 1
**Gap between HOMO and LUMO (spin up / spin down)**: 0.156 / 0.156 Eh
**LUMO energy (spin up / spin down)**: 2.50 / 2.50 eV
**Charge**: -1

=====

(6)
# CHF2N2O2

CHF2N2O2 as an isolated structure at a distorted geometry (ωB97M-V with the def2-TZVPD basis set, the OMol25 dataset).

Last column: natural (NBO) charge in e.
Atoms and positions in Å:
C (1.4895, -0.5764, 0.2598)  0.8207
N (0.2977, -0.1344, 0.8693)  -0.5565
N (-1.0127, -1.2908, 1.2970)  0.4199
O (2.1601, 0.4101, -0.0191)  -0.7428
O (1.6983, -1.7716, 0.3052)  -0.7573
F (-1.9763, -0.5156, 1.8789)  -0.2643
F (-1.6008, -1.4379, 0.0572)  -0.2731
H (-0.0217, 0.6528, 0.3236)  0.3534

Forces on atoms 1 to 2 (eV/Å):
-0.10 -1.12 1.40
-3.16 -0.48 2.50

**Multiplicity**: 1
**Gap between HOMO and LUMO**: 0.329 Eh
**LUMO energy**: 4.38 eV
**Charge**: -1